a) DFT (ωB97M-V/def2-TZVPD) results for a cluster of 2 separate species, C3H9N2S in total.

```
15
Properties=species:S:1:pos:R:3:mulliken_charge:R:1
H 1.41188 1.42988 -0.21460 0.244
H 1.35909 2.92450 0.45485 0.223
H -0.01293 2.20314 2.17467 0.335
C -1.04115 1.43243 0.40434 -0.522
H -1.91094 1.06384 0.95919 0.234
H -0.78196 -2.42009 -1.74061 0.177
H 0.96270 -2.04921 -1.29565 0.243
H 0.33242 0.51668 1.73866 0.252
C 0.17373 1.52173 1.33671 -0.611
C 0.17066 -2.78687 -1.36378 -0.133
H -0.43969 -4.54908 -1.12970 0.225
N 1.40686 1.93746 0.66763 -0.613
S -0.72666 0.33199 -1.01538 -0.690
H -1.30528 2.42667 0.02480 0.217
N 0.40128 -3.98308 -1.00114 -0.582
```

Properties
* E_LUMO: 4.1 eV
* total charge: -1
* gap between HOMO and LUMO: 6.76 eV
* highest occupied orbital energy: -2.670 eV

b) DFT (ωB97M-V/def2-TZVPD) results for a cluster of 2 separate species, C3H9N2S in total.

```
15
Properties=species:S:1:pos:R:3:mulliken_charge:R:1
H 1.48951 1.07267 1.40573 0.248
N 0.70591 1.70738 -2.82697 -0.600
H -0.06165 2.79426 -1.11997 0.310
H 0.72252 2.59379 -3.31371 0.242
N 0.63618 1.17266 0.86857 -0.631
H 0.02318 0.38639 1.12418 0.149
H -0.06455 1.17714 -3.21896 0.219
H 1.45120 0.14760 -0.85505 0.325
H -0.97530 -2.43141 3.01613 0.194
C 0.50340 1.91577 -1.41050 -0.208
C 0.92960 1.04357 -0.52470 -0.189
H -2.31762 -3.22947 2.16298 0.183
S -1.12136 -1.70085 0.68728 -0.688
C -1.28378 -2.89395 2.08400 -0.738
H -0.63724 -3.75554 1.92099 0.185
```

Properties
* E_LUMO: 3.8 eV
* total charge: -1
* gap between HOMO and LUMO: 6.17 eV
* highest occupied orbital energy: -2.393 eV

Least stable = b)

a) DFT (ωB97M-V/def2-TZVPD) results for the molecule C21H20N2O3.

```
46
Properties=species:S:1:pos:R:3:mulliken_charge:R:1
H 2.19748 -5.07981 2.01904 0.292
C -3.57738 1.77307 1.87247 -0.763
H -3.81922 1.21916 -0.24123 0.308
O 2.20025 -4.16345 1.74910 -0.532
C 0.09044 1.05622 -0.32815 -1.011
N -1.14213 1.21563 0.39916 0.875
C 2.26003 1.96564 -1.38544 0.345
H 3.11859 3.93273 -0.93955 0.451
N -0.66956 -1.13293 -0.75786 -0.278
H -0.68286 -0.09961 2.00233 0.266
H -3.31571 2.66985 2.43740 0.334
C 0.96041 -3.83804 1.25288 0.221
C -2.00223 2.33763 -0.01648 -0.687
H -4.05675 2.94009 0.13345 0.355
C -2.68774 0.59217 2.23461 -0.532
H 3.73937 -0.39460 -3.31426 0.499
H -1.98916 2.39737 -1.12556 0.350
H 1.66879 -2.04890 0.44070 0.384
H -0.77830 1.62865 2.45479 0.417
C -0.07894 -4.75714 1.33471 -0.581
C 1.10505 2.15139 -0.47192 0.905
O 1.75682 -1.51819 -2.23841 -0.656
H -2.74461 0.46173 3.33451 0.349
C 1.50307 -0.39826 -1.77785 0.743
C 4.47742 1.63979 -3.05580 -0.586
H -4.62272 1.52509 2.07074 0.339
C 0.30591 -0.17439 -0.90302 -0.116
H -2.48686 -2.97219 -0.29820 0.437
H -1.60580 -0.77527 -0.63190 0.276
C 4.30336 2.81532 -2.33741 -0.404
H -3.08384 -0.29751 1.74028 0.239
C -1.51783 -3.22493 0.06858 -0.670
H 0.08755 -5.66962 1.92334 0.266
H -1.73973 3.33230 0.40022 0.354
O 1.00023 3.21999 0.11887 -0.666
C -1.32263 -4.44334 0.71881 -0.752
C 2.45332 0.73130 -2.02250 0.248
C -3.44732 2.06329 0.36696 -0.791
C 3.57570 0.57490 -2.88011 -0.511
H -2.16952 -5.12992 0.80992 0.350
C -0.44576 -2.30709 -0.05695 0.431
H 5.05479 3.57663 -2.27996 0.395
C 0.78785 -2.67343 0.49736 -0.068
C -1.20734 0.84578 1.84060 -0.640
H 5.35362 1.43619 -3.66440 0.366
C 3.19388 2.99671 -1.49380 -0.552
```

Properties
* E_LUMO: -1.2 eV
* SMILES: O=C1C(Nc2cccc(O)c2)=C(N2CCCCC2)C(=O)c2ccccc21
* gap between HOMO and LUMO: 6.71 eV
* highest occupied orbital energy: -7.884 eV

b) DFT (ωB97M-V/def2-TZVPD) results for the molecule C21H20N2O3.

```
46
Properties=species:S:1:pos:R:3:mulliken_charge:R:1
C 0.58149 -3.02941 0.44434 0.637
C 2.59535 3.26821 1.41522 -0.711
H 0.92575 1.51381 -2.67066 0.421
H -0.58296 2.15791 -2.00170 0.369
H 3.91689 1.60607 1.12973 0.550
N -6.84047 1.96820 -0.22511 -0.514
C 0.29910 1.56128 -1.78113 -1.221
H -3.34119 -2.37558 -0.80184 0.450
C 1.08110 2.15275 -0.64838 0.861
H 2.39863 -0.42286 1.87234 0.439
H 3.18811 3.70560 2.20449 0.408
C 0.68098 3.32827 -0.02825 -0.545
H 2.26864 -2.84383 1.76775 0.417
C -0.86432 -2.57096 0.48302 -0.087
H 0.77014 -2.22316 2.44744 0.485
C -3.47019 1.32352 0.31199 -0.931
C 1.36690 -2.27660 1.53486 -1.478
O -1.76434 -3.21184 0.94970 -0.582
H -3.51347 2.35686 0.62130 0.477
C -2.23960 -0.70132 -0.03941 0.078
N 2.43088 -0.87371 -0.17332 0.261
H -1.37714 1.11074 0.70883 0.540
H 3.30003 -2.78009 -0.25900 0.302
C -3.38437 -1.34379 -0.49230 -0.373
H -0.01400 0.54426 -1.54789 -0.009
C 3.00206 2.08842 0.81618 -0.319
C 2.59573 -2.15701 -0.81841 -1.073
C 1.23392 -2.83805 -0.93967 -0.743
C -2.27943 0.63013 0.36320 0.036
O -1.00202 -1.32652 -0.01634 0.059
H 3.01517 -1.96034 -1.80753 0.543
H 0.59879 -2.20917 -1.56585 0.293
C -4.62710 0.68372 -0.13536 0.486
H 1.34789 -3.80026 -1.43836 0.380
C 1.74737 -0.86337 1.10730 -0.203
C 1.42751 3.88212 0.99778 -0.648
H 1.10113 4.79937 1.46527 0.409
H 0.56063 -4.08876 0.71575 0.537
H -0.22243 3.82040 -0.36067 0.420
O 3.21497 0.24909 -1.96832 -0.698
C 2.24616 1.52509 -0.20116 0.337
C -4.57830 -0.65106 -0.53586 -0.780
H -5.47626 -1.13936 -0.88288 0.452
C 2.68345 0.25908 -0.87358 0.220
H 0.84942 -0.24005 1.04080 0.071
C -5.85059 1.39219 -0.18429 -0.024
```

Properties
* E_LUMO: 0.2 eV
* SMILES: Cc1ccccc1C(=O)N1CCC(C(=O)Oc2ccc(C#N)cc2)CC1
* gap between HOMO and LUMO: 9.50 eV
* highest occupied orbital energy: -9.313 eV

Least stable = a)

a) DFT (ωB97M-V/def2-TZVPD) results for a structure of composition C33H32FN12O6PdS.

```
86
Properties=species:S:1:pos:R:3:mulliken_charge:R:1
N -1.88303 2.13116 -0.10653 -0.092
H -2.43140 -8.24137 -1.17596 -0.388
C 1.31056 -4.96534 -0.05557 0.410
C -2.65949 4.32574 -0.63166 -0.422
C -4.21351 -4.77691 -0.93436 -0.511
H 2.66898 6.85462 -1.22839 0.255
O -1.27886 -7.43556 2.15767 -0.606
H -5.22175 2.22440 0.02141 0.436
C -1.19890 -1.57580 1.24160 -1.390
C -1.66068 -10.18944 -1.37908 -1.155
C -2.61579 -2.25423 -0.98196 -0.461
N -1.23781 -0.72691 0.20594 0.561
H -0.66814 -3.91194 -2.56795 0.584
H 3.74090 -6.72257 0.29014 0.304
H 3.29960 -4.76572 2.61372 0.450
N 2.34536 4.50646 -0.50908 -0.699
C 0.11702 -9.06960 0.15720 -0.131
C 0.98644 -6.32305 -0.09996 -0.951
C -1.64237 3.41493 -0.42371 0.976
C 2.49091 -3.16916 0.91731 0.041
H -1.49207 -8.47833 -2.65821 0.710
N 0.67144 2.85785 -0.15862 -0.343
H -1.77670 -3.48327 2.04096 0.643
O 1.53607 0.15640 0.57504 -0.999
C -0.21375 3.81318 -0.48671 -0.250
C 4.08132 -6.12229 1.13388 -1.076
H -5.43640 -6.39697 -1.64644 0.427
H 2.20372 -6.06844 2.23987 0.413
H 0.52779 -11.18043 0.35883 0.424
O 3.57098 -0.62638 0.54644 -0.673
C -1.91594 -1.07317 -0.89420 -1.185
H -0.61203 -1.26319 2.09416 0.518
N -0.29132 -8.20629 -0.95390 0.190
C -3.27980 -6.61886 0.75213 0.046
H -2.01821 -10.41616 -0.37565 0.438
C 1.00276 -2.62090 -0.92153 0.819
N -2.76929 -5.39742 0.84048 -0.176
H -0.71362 -9.22026 0.84313 0.079
H 3.23170 -2.86572 1.64586 0.460
C -1.84615 -2.79409 1.21060 -0.075
O 0.51753 -1.84674 -1.74832 -0.796
C 0.71465 -4.06523 -0.94140 0.098
C 0.03058 -6.84506 -0.96315 -0.176
N 2.22606 -4.48851 0.87562 0.290
H -0.34732 -11.80705 -1.62902 0.351
H 0.10802 -10.43755 -2.41278 0.393
H -3.30240 0.70724 0.34828 0.606
C -3.97135 3.90578 -0.48754 -0.442
H 1.48649 -6.97831 0.58645 0.154
H 3.87932 2.73589 0.14281 0.196
H -2.32172 -10.63067 -2.12110 0.496
H 2.69952 1.45366 0.43749 0.210
H -2.39708 5.34060 -0.88948 0.521
C 1.37710 5.34278 -0.83561 0.474
H 0.98067 7.23424 -1.45441 0.239
N 1.70228 6.58359 -1.20394 -0.318
C -3.22399 -4.48243 -0.00925 0.063
C 0.60522 -10.39998 -0.39587 -1.277
S -2.66014 -7.83594 1.95304 1.165
H -4.62206 -4.04761 -1.61873 0.444
C -4.67029 -6.08378 -0.94563 -0.617
C -2.57512 -3.14937 0.07911 1.591
C -1.52796 -8.69036 -1.59147 0.098
N -4.20255 -7.01428 -0.12292 -0.519
O -3.54371 -7.67523 3.07559 -0.688
H 0.91400 -8.63872 0.74514 0.523
C 1.90457 -2.22297 0.13513 0.309
C -0.20991 -4.58024 -1.85035 -0.773
H -1.86764 -0.38805 -1.72844 0.546
H 4.56622 -6.78249 1.85301 0.393
C -3.14776 1.73436 0.05688 -0.212
C 2.37792 -0.82773 0.38895 0.052
H -3.12678 -2.48242 -1.90649 0.352
N -0.29428 -10.79376 -1.54553 -0.062
H -4.78833 4.59742 -0.64096 0.441
C -0.54551 -5.90022 -1.85084 0.799
H 1.62087 -10.36611 -0.78660 0.430
C -4.21672 2.59245 -0.12557 -0.916
Pd -0.21219 1.00407 0.13227 1.052
N 0.04949 5.04362 -0.82364 -0.636
H 4.82418 -5.41551 0.76388 0.362
F -1.46583 -6.28476 -2.77264 -0.484
C 2.92933 -5.38461 1.79863 -0.918
C 1.98459 3.26691 -0.16043 0.505
O -2.77766 -9.11466 1.24598 -0.722
N 2.92649 2.41811 0.18581 -0.198
```

Properties
* E_LUMO: -3.2 eV
* total charge: +1
* gap between HOMO and LUMO: 6.91 eV
* highest occupied orbital energy: -10.108 eV

b) DFT (ωB97M-V/def2-TZVPD) results for a structure of composition C33H32FN12O6PdS.

```
86
Properties=species:S:1:pos:R:3:mulliken_charge:R:1
H 1.30708 -0.14250 6.52895 0.400
H 4.03626 0.95445 -0.58443 0.618
H 3.58084 -0.26405 2.66545 0.287
C 0.77439 1.85716 -0.68113 0.805
C -0.43530 -0.77679 -1.82271 -0.872
H -6.08149 3.74559 -4.58331 0.251
O -0.13875 2.35684 -1.35951 -0.775
C 3.02340 1.11774 -0.23775 -0.359
C -1.14292 0.86688 2.35823 0.616
N 0.17670 -4.08209 0.37002 -0.170
C 3.93636 0.34152 1.83950 -0.742
N -0.10692 3.22742 -4.43478 -0.004
C -2.45168 2.80543 -4.41578 -0.063
N -0.49571 -0.32792 4.42387 0.252
C 1.14406 0.38370 2.79707 -0.997
H -2.52761 5.48930 -4.86033 0.517
N -5.89972 2.77812 -4.38570 -0.318
H -0.08624 -2.33776 4.88918 0.278
H 1.33776 -7.49715 -0.69611 0.413
H 5.61263 1.14135 2.92818 0.412
O 3.85188 1.74747 -2.69743 -0.680
H 1.30846 -1.41787 4.45285 0.721
H -3.71394 -1.26600 -3.94794 0.224
C 2.10409 1.55828 -1.14627 0.155
C 0.50516 -1.69499 -3.71112 -1.023
H -1.78511 -2.14832 6.19292 0.401
C 2.65298 1.60232 -2.55464 0.286
C -0.17329 0.30645 3.22642 -0.884
Pd -0.08125 1.30055 -3.81534 0.752
H -2.74387 -0.83361 6.88327 0.450
H 4.17632 2.17588 2.96150 0.289
H 1.92130 0.00088 3.43489 0.713
C 0.66270 -1.01458 6.43913 -0.974
C 0.36826 -1.34849 4.98798 -0.824
C 1.48795 0.87021 1.53094 0.162
H 1.07958 -5.70706 -2.42231 0.375
O 1.61042 -4.57882 3.34919 -0.742
C -3.15864 0.65621 -4.14849 0.511
H -1.98981 -1.01394 -4.01097 0.168
N 2.78612 0.79447 1.04341 0.243
F -2.45692 0.82439 2.68579 -0.350
H -0.69043 -1.11165 8.04796 0.368
H -0.69054 0.34241 7.29892 0.377
C 1.00671 -6.50325 -0.41441 -0.408
H -0.51535 6.98290 -5.06404 0.434
O -0.47493 -3.36584 2.97748 -0.627
C 0.42742 -4.28400 -0.91937 0.065
H -6.65270 2.11423 -4.35213 0.254
C -1.84578 -1.06975 6.31661 -1.075
H -0.61990 -2.01601 -0.09261 0.804
C 0.50395 1.40412 0.69520 0.951
C 0.85669 5.35920 -4.77794 -0.855
C 0.24923 -3.05637 -1.74952 1.164
H -2.57739 -0.82582 4.35778 0.383
N 0.77721 -6.30095 0.87457 -0.492
H 0.86476 -1.53485 -4.71878 0.512
C 0.97164 3.99746 -4.54807 -0.251
C -1.32911 3.76239 -4.54847 0.804
N -3.66685 3.27356 -4.49214 -0.623
C -0.30711 -1.94551 -1.12500 -0.669
H 1.10706 -1.85271 6.97164 0.397
C 4.77250 1.50759 2.33852 -1.058
C 0.86300 -5.50852 -1.38212 -0.664
O 1.87921 1.42429 -3.58761 -0.788
H 4.52265 -0.32470 1.20761 0.441
N -0.65070 -0.66294 7.13396 -0.035
H 5.17078 2.08524 1.50415 0.340
C -1.52091 5.10890 -4.77601 -0.371
C 0.63104 -2.92377 -3.08422 -0.678
O -0.55064 -5.73808 3.55577 -0.741
C -1.84232 -0.32737 4.99068 -0.583
H 1.92452 3.49437 -4.45432 0.672
N -4.42917 1.04152 -4.18303 -0.680
C -4.63961 2.34154 -4.35292 0.488
H -0.88894 0.09970 -1.37145 1.125
C 0.37332 -5.07626 1.21077 0.007
N -2.10560 1.51184 -4.24437 -0.294
H -2.17851 0.70064 5.14377 0.505
H 1.75140 5.95854 -4.86380 0.442
N -0.01142 -0.62871 -3.08622 0.202
N -2.92431 -0.65082 -4.03625 -0.270
H -1.59381 1.81090 0.51742 0.607
S 0.20810 -4.66100 2.96820 1.350
C -0.81583 1.41533 1.15711 -1.011
H 1.08710 -3.74027 -3.62787 0.402
C -0.40201 5.92181 -4.88812 -0.441
```

Properties
* E_LUMO: -2.9 eV
* total charge: +1
* gap between HOMO and LUMO: 7.05 eV
* highest occupied orbital energy: -9.976 eV

Least stable = b)

a) DFT (ωB97M-V/def2-TZVPD) results for the molecule CH5N3O.

```
10
Properties=species:S:1:pos:R:3:mulliken_charge:R:1
N -1.38298 -0.43488 -0.00535 -0.381
N -1.27233 0.72438 -0.79505 -0.484
N 0.87247 0.01293 0.25929 -0.277
H -0.14346 -1.43289 1.25315 0.446
O 1.95949 -0.72105 0.33698 -0.414
H 2.68115 0.02175 0.47025 0.383
H 0.76289 0.13789 -0.74941 0.340
H -0.95790 1.52457 -0.29572 0.205
H -2.26874 0.82034 -1.08721 0.296
C -0.25058 -0.65305 0.61306 -0.115
```

Properties
* E_LUMO: 0.8 eV
* SMILES: N/N=C\NO
* gap between HOMO and LUMO: 9.13 eV
* highest occupied orbital energy: -8.315 eV

b) DFT (ωB97M-V/def2-TZVPD) results for the molecule CH5N3O.

```
10
Properties=species:S:1:pos:R:3:mulliken_charge:R:1
C -0.37451 -0.40847 0.65737 0.388
H -0.15339 0.56468 -2.19687 0.312
N 0.91279 -0.70513 1.02478 -0.386
H 1.05445 -1.10771 2.04485 0.276
N 0.30646 0.64198 -1.17791 -0.573
H 1.70015 -0.51594 0.40234 0.255
H -1.56499 0.67963 -0.47284 0.281
H 0.29184 1.59893 -0.86492 0.210
N -0.82539 -0.10145 -0.68007 -0.209
O -1.34741 -0.64652 1.26327 -0.557
```

Properties
* E_LUMO: 0.7 eV
* SMILES: NNC(N)=O
* gap between HOMO and LUMO: 10.34 eV
* highest occupied orbital energy: -9.604 eV

Least stable = a)